[1]
Below is C5H10ErO3 as an isolated structure, with properties calculated with wB97M-V/def2-TZVPD.

Geometry as XYZ:
```
19
Properties=species:S:1:pos:R:3:forces:R:3:mulliken_spin:R:1
C 2.8843 -2.0215 -0.3314 0.003 -0.716 -0.323 -0.003
O 2.5957 -0.7445 0.1520 -0.002 0.833 0.115 -0.014
C 2.6446 0.2681 -0.8446 0.653 0.026 -0.378 -0.012
H 2.7890 -2.7333 0.4994 0.110 0.245 -0.291 0.001
H 2.1924 -2.3155 -1.1412 0.217 0.060 0.205 -0.008
H 3.9193 -2.0771 -0.7312 -0.182 -0.029 0.107 0.008
H 2.3065 1.1988 -0.3608 0.050 -0.153 -0.145 -0.009
H 1.9338 0.0285 -1.6618 0.216 0.158 0.126 0.003
Er 4.8490 0.8020 -1.7853 -1.010 -0.378 0.518 4.034
O -4.9674 -0.6504 2.1665 1.741 0.790 -0.129 0.000
C -3.8860 -0.1469 2.3417 -1.681 -0.806 1.025 0.000
C -3.0551 0.4176 1.2067 -1.902 -0.339 -1.706 0.000
O -1.8254 0.9378 1.6502 5.382 -3.354 0.543 0.000
C -0.8291 0.0449 1.8609 -4.482 3.456 1.803 0.000
H -3.4443 -0.0433 3.3601 -0.015 -0.074 -0.159 0.000
H -3.6212 1.2446 0.7518 0.347 -0.167 0.167 0.000
H -2.9118 -0.3586 0.4355 0.036 0.280 0.322 0.000
H 0.0194 0.4552 2.4081 0.310 0.170 -0.807 0.000
H -1.0892 -1.0150 1.9467 0.208 -0.004 -0.993 0.000
```
Forces are in eV/Å.

Properties
2S+1 = 5
LUMO energy (alpha / beta) = -9.74 / -9.74 eV
Total charge = +2
HOMO-LUMO gap (alpha / beta) = 4.67 / 5.41 eV
Expectation value of S² = 6.0019



[2]
Below is a 2-piece molecular cluster, C5H10F3N3 overall, with properties calculated with wB97M-V/def2-TZVPD.

Geometry as XYZ:
```
21
Properties=species:S:1:pos:R:3:forces:R:3:nbo_charge:R:1
C -2.5129 -0.0017 0.7835 0.011 -0.134 -0.242 -0.614
C -1.9680 -0.5507 -0.5313 0.097 0.156 0.038 -0.416
C -0.6382 0.0964 -0.9287 -0.143 -0.205 -0.068 -0.219
N 0.4298 -0.0767 0.0484 -0.413 0.050 0.374 -0.670
C 1.0704 -1.2937 0.1329 0.230 -0.711 0.355 1.079
F 1.6139 -1.6664 -1.0273 -0.034 0.107 -0.439 -0.322
F 0.3065 -2.3628 0.5257 -0.180 0.144 -0.060 -0.353
F 2.0591 -1.2398 1.0399 0.110 0.197 0.226 -0.326
H -1.8637 -0.2559 1.6196 0.014 -0.010 0.120 0.195
H -2.6152 1.0813 0.7355 -0.037 0.117 0.055 0.202
H -3.4904 -0.4305 0.9892 -0.077 0.024 0.103 0.221
H -2.6852 -0.3533 -1.3296 -0.021 -0.044 -0.054 0.208
H -1.8466 -1.6319 -0.4518 -0.015 0.009 -0.094 0.213
H -0.2808 -0.3070 -1.8766 -0.024 0.122 -0.011 0.218
H -0.7633 1.1753 -1.0406 -0.031 -0.040 -0.138 0.205
H 0.1585 0.2517 0.9677 0.116 -0.127 -0.051 0.386
N 2.7510 1.4718 -1.1379 -0.129 -0.039 -0.845 -0.742
C 2.5944 1.5512 0.0558 0.384 0.677 -0.495 0.677
N 2.5199 1.9958 1.1734 0.229 0.323 1.043 -0.739
H 3.2901 0.7948 -1.6384 0.138 -0.319 0.118 0.405
H 1.8710 1.7518 1.8906 -0.226 -0.296 0.064 0.393
```
Forces are in eV/Å.

Properties
2S+1 = 1
LUMO energy = 0.71 eV
HOMO-LUMO gap = 10.73 eV
Structure (SMILES) = CCCNC(F)(F)F.N=C=N



Values of E_tot, in order: -1436.4036, -660.3815, all in a.u..
Values of relative energy (zero: lowest compared OMol25 entry of this formula, charge and spin), in order: 93.33, 0.00, all in kcal per mole.